Arrangement a

DFT (the ωB97M-V functional and the def2-TZVPD basis) results for one molecule with the formula C5H8N2.

Geometry as XYZ:
```
15
Properties=species:S:1:pos:R:3:lowdin_charge:R:1
C -0.93218 1.17252 -0.11033 -0.02
C -0.19616 -0.16055 -0.13712 -0.53
C 1.24974 -0.10577 -0.61476 -0.12
C 2.09207 0.67067 0.30451 -0.22
N 2.73519 1.28828 1.04301 0.14
C -0.56994 -1.23056 0.81643 -0.12
N -0.89894 -1.35127 -0.60441 0.05
H -0.25448 2.00539 -0.32125 0.08
H -1.71909 1.19801 -0.87310 0.08
H -1.39348 1.36960 0.86150 0.08
H 1.30727 0.34956 -1.61110 0.13
H 1.65154 -1.12204 -0.69311 0.13
H -1.36673 -1.01200 1.52429 0.11
H 0.17524 -1.93763 1.17640 0.11
H -1.88006 -1.13422 -0.76097 0.09
```

The HOMO energy is -9.98 eV. The SMILES is C[C@@]1(CC#N)CN1. The calculation puts the frontier orbital gap at 10.84 eV. The total charge is 0.

Arrangement b

DFT (the ωB97M-V functional and the def2-TZVPD basis) results for one molecule with the formula C5H8N2.

Geometry as XYZ:
```
15
Properties=species:S:1:pos:R:3:lowdin_charge:R:1
C 0.07700 1.54488 -0.62493 -0.18
N -0.93831 0.57261 -1.00042 -0.03
C -0.60560 -0.56896 -1.55118 -0.23
C 0.27240 -1.49390 -0.94371 -0.11
C 0.33127 -1.36126 0.42734 -0.13
C -0.49210 -0.41856 1.06553 -0.14
N -0.08885 0.30711 2.08951 0.07
H 1.07928 1.13071 -0.43138 0.08
H 0.16655 2.25851 -1.45521 0.08
H -0.25208 2.11416 0.24825 0.06
H -1.22386 -0.92678 -2.38313 0.11
H 0.67805 -2.35533 -1.46638 0.09
H 0.87181 -2.08265 1.04117 0.11
H -0.75792 0.84351 2.62552 0.10
H 0.88236 0.43595 2.35902 0.11
```

The HOMO energy (alpha / beta) is -8.08 / -8.08 eV. The calculation puts the frontier orbital gap (alpha / beta) at 8.65 / 8.65 eV. The total charge is 0.

Arrangement c

DFT (the ωB97M-V functional and the def2-TZVPD basis) results for a 2-piece molecular cluster, C5H8N2 overall.

Geometry as XYZ:
```
15
Properties=species:S:1:pos:R:3:lowdin_charge:R:1
C -0.13067 -0.20004 1.67885 0.11
N -0.05033 0.18462 0.46753 -0.12
C -0.56033 1.51629 -0.00389 -0.10
C -0.07071 1.50758 -1.27216 -0.17
C 0.65121 0.27412 -1.62487 -0.02
C 0.61924 -0.56399 -0.57871 -0.34
N 1.21750 -1.79099 -0.24267 0.08
H 0.23658 -1.18624 1.95191 0.10
H -0.56440 0.48110 2.40144 0.08
H -2.66677 0.73937 1.70515 0.03
H -2.27820 1.18123 1.22670 -0.02
H -0.25801 2.30247 -1.98531 0.07
H 1.14353 0.06580 -2.57012 0.11
H 0.61832 -2.59088 -0.41924 0.09
H 2.09304 -1.92043 -0.73462 0.09
```

The HOMO energy is -7.80 eV. The calculation puts the frontier orbital gap at 7.24 eV. The total charge is 0.

Arrangement d

DFT (the ωB97M-V functional and the def2-TZVPD basis) results for one molecule with the formula C5H8N2.

Geometry as XYZ:
```
15
Properties=species:S:1:pos:R:3:lowdin_charge:R:1
C 2.00646 0.33198 0.04602 -0.01
N 0.70643 0.26402 0.41229 -0.17
C -0.02562 0.48321 1.49911 -0.08
C -1.29343 -0.18659 1.32493 -0.08
C -1.35770 -0.76251 0.10135 -0.06
C -0.13354 -0.35499 -0.65967 -0.37
N -0.39899 0.57252 -1.73871 0.08
H 2.64087 1.11982 0.41093 0.04
H 2.44195 -0.65153 -0.10708 0.05
H 0.64520 -1.03144 -1.05917 0.14
H 0.43290 0.80767 2.42391 0.12
H -2.03201 -0.27972 2.11779 0.10
H -2.18904 -1.30774 -0.32545 0.10
H -0.05851 0.20409 -2.61823 0.07
H -1.38496 0.79120 -1.82803 0.07
```

The HOMO energy (alpha / beta) is -6.52 / -7.18 eV. The calculation puts the frontier orbital gap (alpha / beta) at 7.06 / 7.58 eV. The total charge is 0.

Quick one: most stable of them? arrangement a

Arrangement a

DFT (the ωB97M-V functional and the def2-TZVPD basis) results for a 2-piece molecular cluster, C5H8N2 overall.

Geometry as XYZ:
```
15
Properties=species:S:1:pos:R:3:lowdin_charge:R:1
C -0.65939 -2.18226 -0.06817 0.11
N -0.19852 -0.99497 0.03519 -0.20
C 0.97442 -0.58010 0.84372 -0.07
C 1.05760 0.71433 0.45600 -0.10
C -0.00456 1.04303 -0.48920 -0.35
C -0.23659 2.36980 -1.12719 -0.03
N -0.81541 0.04900 -0.70664 0.12
H -0.05896 -3.03269 0.24565 0.08
H -1.64209 -2.34327 -0.50198 0.11
H 0.10949 -2.59837 2.21796 0.03
H 0.58845 -2.02471 2.06478 -0.02
H 1.76533 1.42866 0.86166 0.09
H 0.64240 2.70620 -1.68928 0.09
H -0.42368 3.11717 -0.34873 0.09
H -1.09850 2.32816 -1.79376 0.08
```

The HOMO energy is -8.23 eV. The calculation puts the frontier orbital gap at 7.36 eV. The total charge is 0.

Arrangement b

DFT (the ωB97M-V functional and the def2-TZVPD basis) results for one molecule with the formula C5H8N2.

Geometry as XYZ:
```
15
Properties=species:S:1:pos:R:3:lowdin_charge:R:1
C -2.02359 0.13530 0.03134 -0.06
C -1.03134 -0.39804 -0.97932 -0.39
C 0.27437 0.24214 -1.32463 -0.33
C 0.89785 1.08690 -0.33323 -0.05
N 1.60590 1.34756 0.60065 0.12
N 0.18654 -1.02819 -0.63504 0.03
C 1.96751 -0.21653 1.39734 0.08
H -1.54105 0.75007 0.79843 0.07
H -2.78925 0.73662 -0.47062 0.07
H -2.52450 -0.70103 0.53227 0.08
H -1.50833 -0.81973 -1.87309 0.13
H 0.65684 0.33116 -2.33700 0.13
H 1.47299 -0.80655 0.63369 0.00
H 2.94991 -0.66448 1.66663 0.07
H 1.40615 0.00480 2.29259 0.05
```

The HOMO energy (alpha / beta) is -7.86 / -7.86 eV. The calculation puts the frontier orbital gap (alpha / beta) at 7.28 / 7.28 eV. The total charge is 0.

Arrangement c

DFT (the ωB97M-V functional and the def2-TZVPD basis) results for one molecule with the formula C5H8N2.

Geometry as XYZ:
```
15
Properties=species:S:1:pos:R:3:lowdin_charge:R:1
C 2.39878 -0.50621 0.29297 -0.03
N 1.06803 0.03458 0.18404 -0.23
C 0.71032 1.16169 -0.47129 -0.07
C -0.65338 1.07410 -0.64612 -0.05
C -1.03134 -0.10863 0.00633 -0.38
C -2.44583 -0.51390 0.27088 -0.05
N 0.02402 -0.76218 0.46998 0.12
H 3.12123 0.30515 0.19497 0.09
H 2.56307 -1.23231 -0.50984 0.09
H 2.50846 -1.00301 1.25617 0.09
H 1.44897 1.92935 -0.68434 0.12
H -1.26958 1.41966 -1.44896 0.09
H -3.14642 0.12408 -0.28094 0.07
H -2.64615 -0.36394 1.33554 0.08
H -2.65018 -1.55842 0.03061 0.07
```

The HOMO energy is -8.90 eV. The SMILES is Cc1ccn(C)n1. The calculation puts the frontier orbital gap at 9.95 eV. The total charge is 0.

Quick one: most stable of them? arrangement c

Arrangement a

DFT (the ωB97M-V functional and the def2-TZVPD basis) results for one molecule with the formula C5H8N2.

Geometry as XYZ:
```
15
Properties=species:S:1:pos:R:3:lowdin_charge:R:1
C -1.25240 -1.15722 0.52921 -0.04
N -0.20241 -0.48361 -0.23953 -0.18
C 1.08484 -1.00231 -0.20784 -0.13
C 1.94885 0.01196 0.02120 -0.10
C 1.21260 1.26066 0.10909 -0.03
C -0.08516 0.91375 -0.06728 -0.40
N -1.31459 1.39096 -0.48264 0.08
H -2.22081 -0.67806 0.36028 0.08
H -1.30601 -2.20152 0.21725 0.09
H -1.01366 -1.09680 1.59762 0.10
H 1.22307 -2.07217 -0.26165 0.11
H 3.01649 -0.09612 0.10704 0.09
H 1.63978 2.25649 0.11112 0.09
H -1.42919 2.39144 -0.63092 0.10
H -1.30139 0.56256 -1.16296 0.14
```

The HOMO energy is -7.42 eV. The SMILES is Cn1cccc1N. The calculation puts the frontier orbital gap at 8.47 eV. The total charge is 0.

Arrangement b

DFT (the ωB97M-V functional and the def2-TZVPD basis) results for one molecule with the formula C5H8N2.

Geometry as XYZ:
```
15
Properties=species:S:1:pos:R:3:lowdin_charge:R:1
C 2.38038 0.15445 0.11166 -0.05
N 0.91774 0.00921 -0.09367 -0.17
C 0.34171 -1.23190 -0.00713 -0.13
C -1.01607 -1.11962 0.10217 -0.06
C -1.32839 0.26787 0.01300 -0.35
N -2.64809 0.74986 0.13961 0.07
C -0.13349 0.94691 -0.12539 -0.05
H 2.78856 -0.75781 -0.33806 0.07
H 2.72807 0.99055 -0.50918 0.07
H 2.88277 0.23052 1.21371 0.13
H 0.95793 -2.11802 -0.06490 0.11
H -1.71612 -1.92188 0.30393 0.10
H -3.33566 0.10462 -0.23064 0.08
H -2.82246 1.67761 -0.21959 0.08
H 0.01672 2.00786 -0.28860 0.11
```

The HOMO energy is -7.45 eV. The SMILES is Cn1ccc(N)c1. The calculation puts the frontier orbital gap at 8.50 eV. The total charge is 0.

Arrangement c

DFT (the ωB97M-V functional and the def2-TZVPD basis) results for one molecule with the formula C5H8N2.

Geometry as XYZ:
```
15
Properties=species:S:1:pos:R:3:lowdin_charge:R:1
C 1.69370 0.10080 -1.97167 -0.08
C 0.58230 0.28444 -0.64498 -0.27
C -0.09847 -0.77700 -0.22626 -0.14
N -0.85589 -0.73133 0.96857 -0.07
C -1.50649 0.37545 1.37753 -0.19
N -2.02750 0.21145 2.60429 0.02
C 1.29968 1.38961 -0.82651 0.00
H 1.95902 0.86104 -2.70944 0.09
H 2.57410 -0.44344 -1.63990 0.09
H 0.98709 -0.55839 -2.50017 0.10
H -0.14238 -1.68874 -0.81277 0.11
H -0.77058 -1.55826 1.56253 0.13
H -2.56518 0.95952 3.00840 0.07
H -1.93382 -0.62825 3.17573 0.09
H 0.80442 2.20310 -1.36533 0.07
```

The HOMO energy is -7.42 eV. The calculation puts the frontier orbital gap at 8.44 eV. The total charge is 0.

Quick one: most stable of them? arrangement b

Arrangement a

DFT (the ωB97M-V functional and the def2-TZVPD basis) results for one molecule with the formula C5H8N2.

Geometry as XYZ:
```
15
Properties=species:S:1:pos:R:3:lowdin_charge:R:1
C -1.45686 -1.04287 0.53049 -0.01
C -0.34645 -0.12346 0.05632 -0.39
C -0.52357 1.34027 -0.08495 -0.09
N 0.34734 0.83196 0.97801 0.00
C 1.66784 0.54414 0.33828 -0.10
C 0.98644 -0.38259 -0.63568 -0.34
N 1.28659 -1.04806 -1.66217 0.16
H -1.97754 -0.54738 1.35972 0.08
H -1.08197 -1.99917 0.91023 0.08
H -2.21665 -1.25682 -0.23340 0.08
H 0.34562 -1.38223 -1.86891 0.06
H -0.09842 1.83313 -0.96059 0.12
H -1.43585 1.78873 0.29698 0.11
H 2.17653 1.42869 -0.05793 0.12
H 2.32694 0.01567 1.03359 0.12
```

The HOMO energy is -9.58 eV. The SMILES is [H]/N=C1/CN2C[C@@]12C. The calculation puts the frontier orbital gap at 10.56 eV. The total charge is 0.

Arrangement b

DFT (the ωB97M-V functional and the def2-TZVPD basis) results for C5H8N2 as an isolated structure.

Geometry as XYZ:
```
15
Properties=species:S:1:pos:R:3:lowdin_charge:R:1
C -0.69560 2.17507 -1.41444 0.06
N 0.32394 0.92520 -0.38312 -0.16
C 0.08578 0.98330 0.97510 -0.14
C 0.00613 -0.28463 1.45828 -0.04
C 0.20560 -1.19291 0.35816 -0.34
N 0.13752 -2.58988 0.46029 0.08
C 0.39929 -0.42752 -0.75814 -0.08
H 0.59687 1.98010 -0.91817 0.11
H -1.00310 1.41750 -2.15049 0.00
H -1.56976 2.30977 -0.75495 0.00
H 0.01058 1.94860 1.46194 0.12
H -0.17772 -0.56802 2.48448 0.10
H 0.51320 -2.93341 1.33662 0.08
H 0.57963 -3.07528 -0.31180 0.09
H 0.59322 -0.71845 -1.78102 0.11
```

The HOMO energy is -8.01 eV. The calculation puts the frontier orbital gap at 8.89 eV. The total charge is 0.

Arrangement c

DFT (the ωB97M-V functional and the def2-TZVPD basis) results for one molecule with the formula C5H8N2.

Geometry as XYZ:
```
15
Properties=species:S:1:pos:R:3:lowdin_charge:R:1
C -2.01013 0.14684 0.10678 -0.05
C -0.75236 -0.39873 -0.52848 -0.26
C 0.40686 0.50544 -0.91188 -0.25
C 0.53658 1.90733 -0.54220 -0.17
N 0.78308 2.94292 -0.08810 0.14
N 0.43610 -0.31796 0.22700 -0.13
C 1.57295 -0.88443 0.88825 -0.05
H -1.73713 0.92360 0.82666 0.08
H -2.68503 0.57413 -0.64185 0.08
H -2.54533 -0.64634 0.63919 0.08
H -0.90947 -1.21473 -1.24704 0.14
H 0.95188 0.22293 -1.82056 0.14
H 2.41288 -0.99470 0.19391 0.08
H 1.36842 -1.83737 1.37511 0.08
H 1.86892 -0.17381 1.66953 0.08
```

The HOMO energy is -9.05 eV. The SMILES is C[C@H]1[C@@H](C#N)N1C. The calculation puts the frontier orbital gap at 9.91 eV. The total charge is 0.

Quick one: most stable of them? arrangement c

Arrangement a

DFT (the ωB97M-V functional and the def2-TZVPD basis) results for a 4-piece molecular cluster, C4H16O4 overall.

Geometry as XYZ:
```
24
Properties=species:S:1:pos:R:3:lowdin_charge:R:1
C -19.30006 -28.06602 -24.96938 -0.14
O -18.06889 -28.00463 -25.74941 -0.14
H -19.57093 -27.13358 -24.47413 0.06
H -20.06597 -28.19014 -25.73494 0.08
H -19.21036 -28.74753 -24.12345 0.07
H -17.32722 -27.84695 -25.16064 0.06
C -25.43724 -34.38376 -15.66022 -0.18
O -26.02852 -34.54226 -14.38166 -0.11
H -25.99720 -34.70941 -16.53686 0.08
H -25.21852 -33.33979 -15.88465 0.07
H -24.41518 -34.76216 -15.64308 0.07
H -25.43607 -34.04952 -13.80911 0.07
C -22.35612 -32.86057 -20.05115 -0.17
O -22.08301 -34.22743 -20.15704 -0.13
H -21.66310 -32.20945 -20.58396 0.08
H -23.43535 -32.81947 -20.19835 0.08
H -22.22940 -32.67172 -18.98514 0.07
H -22.54211 -34.74217 -20.82477 0.07
C -26.88979 -36.00423 -22.75335 -0.15
O -25.66877 -36.44152 -22.11997 -0.13
H -27.54422 -35.36387 -22.16194 0.07
H -26.73705 -35.56767 -23.74035 0.07
H -27.43333 -36.92140 -22.98025 0.07
H -25.79443 -37.32708 -21.77126 0.07
```

The HOMO energy is -10.29 eV. The SMILES is CO.CO.CO.CO. The calculation puts the frontier orbital gap at 10.89 eV. The total charge is 0.

Arrangement b

DFT (the ωB97M-V functional and the def2-TZVPD basis) results for a 4-piece molecular cluster, C4H16O4 overall.

Geometry as XYZ:
```
24
Properties=species:S:1:pos:R:3:lowdin_charge:R:1
C 1.67000 2.69982 0.14416 -0.10
O 2.29931 1.93866 1.20820 -0.14
H 2.41874 3.38309 -0.24709 0.08
H 1.21229 2.06220 -0.61363 0.07
H 0.84595 3.23351 0.62105 0.08
H 3.24948 1.96501 1.08360 0.08
C 0.09429 -0.60503 0.09126 -0.15
O 0.61633 -0.30134 1.39250 -0.15
H -0.54369 0.22964 -0.21547 0.07
H 0.88670 -0.73597 -0.64844 0.08
H -0.47723 -1.51958 0.21989 0.07
H 1.37447 0.30233 1.32919 0.03
C -2.42228 1.43833 2.56199 -0.17
O -1.42436 2.15580 1.85914 -0.13
H -2.28696 1.46108 3.64617 0.08
H -3.40824 1.84556 2.34100 0.08
H -2.44669 0.39421 2.23008 0.07
H -0.61810 1.63502 1.97501 0.04
C -0.16870 -3.53520 -2.82241 -0.18
O -0.57567 -3.39664 -4.16366 -0.11
H -0.84706 -2.93008 -2.22051 0.07
H -0.29191 -4.54589 -2.41589 0.08
H 0.86049 -3.22021 -2.64328 0.07
H -0.01714 -3.95434 -4.71283 0.08
```

The HOMO energy is -10.07 eV. The SMILES is CO.CO.CO.CO. The calculation puts the frontier orbital gap at 10.72 eV. The total charge is 0.

Quick one: most stable of them? arrangement b